[1]
{
  "formula": "C42H48NP2Sb2Ti",
  "method": "ωB97M-V with the def2-TZVPD basis set",
  "symbols": ["Ti", "C", "C", "C", "C", "C", "H", "H", "H", "H", "H", "C", "N", "P", "C", "C", "C", "C", "C", "C", "C", "C", "C", "C", "C", "C", "P", "C", "C", "C", "C", "C", "C", "C", "C", "C", "C", "C", "C", "H", "H", "H", "H", "H", "H", "H", "H", "H", "H", "H", "H", "H", "H", "H", "H", "H", "H", "H", "H", "H", "H", "H", "C", "Sb", "C", "C", "C", "C", "C", "C", "C", "C", "C", "Sb", "C", "C", "H", "H", "H", "H", "H", "H", "H", "H", "H", "H", "H", "H", "H", "H", "H", "H", "H", "H", "H", "H"],
  "coordinates": [[-0.0200, -1.0387, 1.2825], [-0.6335, -1.8126, 3.3677], [-1.8377, -1.5920, 2.6150], [-1.8082, -2.5044, 1.5289], [-0.6190, -3.2383, 1.6063], [0.1297, -2.8143, 2.7524], [-0.4947, -1.4102, 4.3565], [-2.6550, -0.9557, 2.9040], [-2.5600, -2.5884, 0.7749], [-0.2819, -3.9583, 0.8753], [1.0687, -3.2483, 3.0535], [2.9223, -1.2073, -2.4449], [2.0434, -1.0843, -1.2805], [1.9472, -2.2617, -0.0489], [1.9857, -3.9036, -0.9075], [0.7960, -4.4519, -1.3777], [0.8656, -5.6943, -1.9831], [2.0394, -6.4200, -2.1213], [3.2390, -5.8566, -1.6311], [3.1997, -4.5955, -1.0722], [3.5487, -2.2457, 0.8911], [3.9509, -3.3648, 1.5716], [5.1108, -3.3127, 2.3321], [5.8180, -2.1445, 2.4188], [5.4123, -0.9912, 1.7395], [4.2541, -1.0278, 0.9663], [0.6466, -0.0767, -1.2257], [-0.2364, -0.4317, -2.7762], [0.0871, 0.2255, -3.9456], [-0.5483, -0.0914, -5.1533], [-1.5247, -1.0603, -5.1593], [-1.8765, -1.7084, -3.9778], [-1.2584, -1.3697, -2.7837], [1.2970, 1.6529, -1.5658], [2.6737, 1.9068, -1.4905], [3.2621, 3.1006, -1.9126], [2.4241, 4.0688, -2.4607], [1.0651, 3.8664, -2.4812], [0.4644, 2.6719, -2.0301], [2.6512, -2.1410, -2.9843], [3.9495, -1.1876, -2.1163], [2.7468, -0.3599, -3.1045], [-0.1223, -3.9222, -1.2412], [-0.0538, -6.1073, -2.3916], [2.0367, -7.3998, -2.5350], [4.1496, -6.3830, -1.7074], [4.1357, -4.1057, -0.8003], [3.4056, -4.3025, 1.5280], [5.4761, -4.1579, 2.9312], [6.7376, -2.0360, 3.0180], [5.9968, -0.0923, 1.8420], [3.8124, -0.1993, 0.3838], [0.8510, 0.9845, -3.9220], [-0.2262, 0.4153, -6.0743], [-2.0248, -1.2935, -6.0788], [-2.5977, -2.5169, -4.0426], [-1.4386, -1.8628, -1.8535], [3.3589, 1.1143, -1.1633], [4.3218, 3.2607, -1.8958], [2.8532, 4.9409, -2.9001], [0.3878, 4.6369, -2.8344], [-0.5923, 2.4838, -2.1704], [1.5175, 2.3006, 3.0666], [-0.3624, 1.4770, 2.6511], [-1.0956, 1.2876, 4.6656], [-1.2539, 3.3901, 2.1168], [-2.7303, 3.5579, 2.3107], [-3.2101, 3.7682, 3.6269], [-4.5223, 4.0776, 3.9472], [-5.4499, 4.1144, 2.9005], [-5.0011, 3.9180, 1.6071], [-3.6394, 3.6841, 1.2677], [-3.2438, 3.5814, -0.1596], [-3.0283, 1.5259, -0.9660], [-3.8117, 2.0240, -2.8789], [-4.8709, 0.8803, -0.1287], [1.3914, 3.0138, 3.8771], [1.9136, 2.8501, 2.2030], [2.2032, 1.5240, 3.3443], [-1.0825, 2.2568, 5.1694], [-0.3873, 0.6231, 5.1713], [-2.1164, 0.8747, 4.7436], [-0.9713, 3.5037, 1.0873], [-0.6802, 4.0420, 2.7693], [-2.5130, 3.7201, 4.4393], [-4.8203, 4.2220, 4.9602], [-6.5230, 4.2210, 3.0901], [-5.6948, 3.9321, 0.7701], [-2.2754, 4.0602, -0.3462], [-3.9779, 4.0292, -0.7704], [-4.8195, 2.4496, -2.8016], [-3.8633, 1.1157, -3.4843], [-3.2201, 2.8189, -3.3817], [-5.6841, 1.5400, -0.4620], [-4.7778, 0.9337, 0.9441], [-5.1113, -0.1178, -0.4441]],
  "forces_ev_per_a": [[0.7, 0.3, -0.5], [-0.9, 0.0, 0.6], [0.7, -1.1, 0.0], [-0.3, 0.3, 0.4], [0.4, -0.2, 0.0], [-0.7, -0.3, -0.7], [0.4, 0.2, -0.1], [0.0, 0.2, -0.1], [-0.3, -0.1, -0.3], [-0.1, -0.1, 0.2], [0.0, 0.1, 0.2], [-0.9, -0.4, -0.2], [-0.2, 0.3, 0.3], [0.3, -0.1, -0.1], [0.4, 0.6, 0.4], [1.3, -0.2, 0.2], [-0.9, -0.5, -0.7], [0.7, 1.3, 1.1], [-1.8, 0.1, -0.4], [0.0, 0.5, -0.1], [-0.9, 1.0, -1.1], [0.4, -0.7, 0.6], [0.2, -0.7, 0.8], [1.0, 1.4, 0.1], [-0.6, -0.2, -0.2], [-0.4, -0.6, -0.1], [0.2, 0.5, 0.3], [-0.1, 0.6, 0.1], [0.0, 0.0, -0.8], [0.8, 0.6, 0.2], [-0.1, 0.1, 0.2], [-0.1, -0.3, 0.0], [0.4, -0.3, -0.5], [0.3, -0.6, 0.0], [0.8, -0.4, 0.2], [-1.3, -0.3, -0.2], [0.4, -0.5, 0.3], [-1.6, -0.4, 0.4], [1.1, 0.3, -0.3], [0.5, 0.5, 0.2], [0.4, -0.2, -0.1], [0.1, 0.0, -0.1], [-0.5, 0.1, -0.1], [0.1, -0.1, 0.1], [-0.1, -0.5, -0.4], [0.9, -0.5, -0.1], [-0.3, -0.3, 0.1], [-0.1, 0.2, -0.1], [-0.4, 0.2, -0.5], [-0.6, -0.4, -0.3], [0.0, 0.2, -0.1], [0.7, -0.2, 0.6], [0.1, 0.1, -0.2], [-0.3, -0.3, 0.5], [-0.2, -0.2, -0.3], [-0.1, 0.2, 0.3], [-0.6, -0.4, 0.4], [-0.4, 0.3, 0.0], [0.3, -0.1, 0.1], [0.1, 0.6, -0.1], [0.2, 0.0, -0.2], [0.0, 0.2, 0.1], [0.2, 0.8, -0.1], [-0.9, 0.2, -0.2], [0.0, -0.1, 0.1], [-0.2, -0.8, 0.3], [-0.2, 0.5, 1.1], [-0.1, 0.1, -0.2], [0.2, -0.5, -1.3], [-0.1, -0.3, 0.0], [0.5, -0.2, -0.6], [-0.8, -0.1, 0.4], [1.1, -0.8, 0.3], [0.1, 0.4, 0.6], [-0.1, 0.7, -0.6], [-0.3, 0.5, -0.4], [0.2, 0.0, 0.2], [-0.1, -0.2, 0.1], [0.5, -0.3, 0.2], [0.1, -0.1, -0.1], [-0.2, 0.1, 0.0], [0.5, 0.1, -0.2], [0.3, 0.3, -0.4], [0.0, 0.3, -0.1], [0.4, 0.0, 0.3], [-0.1, 0.1, 0.5], [0.5, 0.2, -0.1], [-0.1, 0.1, 0.2], [-0.2, 0.0, 0.0], [-0.8, 0.6, -0.8], [0.1, -0.2, 0.2], [0.1, 0.2, -0.1], [-0.1, -0.7, 0.2], [0.2, -0.1, 0.2], [-0.1, -0.1, 0.4], [0.0, -0.5, 0.0]],
  "mulliken_charge": [-0.02, -0.47, -0.65, -0.80, -0.56, -0.78, 0.69, 0.60, 0.53, 0.99, 0.57, -1.13, 0.43, 1.28, 0.74, -0.09, -0.88, -0.81, -0.80, -0.74, 0.62, -0.47, -0.93, -0.59, -0.69, -0.75, 0.52, 0.64, -0.34, -0.79, -0.58, -0.98, -0.22, 1.38, -0.53, -0.88, -0.75, -0.86, -0.72, 0.26, 0.28, 0.50, 0.27, 0.41, 0.44, 0.51, 0.58, 0.61, 0.40, 0.37, 0.48, 0.16, 0.36, 0.43, 0.44, 0.48, 0.35, 0.11, 0.51, 0.42, 0.47, 0.59, -1.58, 0.85, -1.58, -1.29, 1.02, -0.47, -0.84, -0.69, -0.67, 0.75, -1.82, 0.55, -1.41, -1.48, 0.49, 0.39, 0.49, 0.55, 0.54, 0.38, 0.07, 0.71, 0.31, 0.46, 0.38, 0.36, 0.65, 0.78, 0.43, 0.39, 0.41, 0.37, 0.36, 0.50],
  "e_tot_ha": -3696.431229,
  "spin_multiplicity": 3,
  "lumo_energy_ha": [-0.093, -0.089],
  "orbital_gap_ev": [7.053, 7.737],
  "charge": 1,
  "e_above_lowest_kj_mol": 5.6
}

=====

[2]
{
  "formula": "C42H49BN2O3PS",
  "method": "ωB97M-V with the def2-TZVPD basis set",
  "symbols": ["O", "C", "C", "C", "N", "C", "C", "B", "O", "O", "C", "N", "P", "S", "H", "H", "H", "H", "H", "H", "H", "H", "H", "H", "H", "H", "H", "C", "C", "C", "C", "C", "C", "H", "H", "H", "H", "H", "H", "C", "C", "C", "C", "C", "C", "H", "H", "H", "H", "H", "H", "C", "C", "C", "C", "C", "C", "H", "H", "H", "H", "H", "H", "C", "C", "C", "C", "C", "C", "H", "H", "H", "H", "H", "H", "C", "C", "C", "C", "C", "C", "H", "H", "H", "H", "H", "H", "C", "C", "C", "C", "C", "C", "H", "H", "H", "H", "H", "H"],
  "coordinates": [[5.1153, -3.0376, 1.4193], [3.8342, -2.8826, 0.8616], [3.1653, -1.6785, 1.5274], [1.9512, -1.2981, 0.7455], [0.8351, -2.0209, 0.7168], [-0.1131, -1.4161, -0.1063], [-1.4826, -1.9303, -0.3713], [-2.3699, -2.1134, 0.9379], [-2.0822, -1.4859, 2.1096], [-3.4786, -2.9200, 0.8942], [0.4709, -0.2964, -0.5714], [1.7628, -0.2338, -0.0441], [2.9615, 1.0066, -0.3410], [2.4094, 2.2544, -1.6747], [5.6201, -3.6385, 0.8593], [3.8981, -2.6978, -0.2196], [3.2074, -3.7731, 0.9954], [2.8443, -1.8997, 2.5471], [3.8491, -0.8301, 1.5587], [0.6925, -2.8691, 1.2473], [-1.4285, -2.8727, -0.9237], [-1.9775, -1.1916, -1.0051], [-2.8663, -1.5274, 2.6787], [-3.5660, -3.3852, 0.0556], [0.0852, 0.4684, -1.2233], [3.2898, 1.5113, 0.9250], [4.0748, 0.2516, -0.7363], [2.5209, 1.5931, 3.7810], [2.5613, 2.5625, 4.7726], [1.3872, 2.9565, 5.3988], [0.1759, 2.3816, 5.0369], [0.1343, 1.4114, 4.0459], [1.3085, 1.0206, 3.4183], [3.4405, 1.2798, 3.2983], [3.5050, 3.0076, 5.0584], [1.4163, 3.7130, 6.1715], [-0.7368, 2.6896, 5.5294], [-0.8086, 0.9597, 3.7650], [1.2738, 0.2598, 2.6455], [-5.5811, -0.1742, 1.4130], [-4.6720, 0.8321, 1.7063], [-5.1106, 2.0361, 2.2429], [-6.4621, 2.2246, 2.4923], [-7.3728, 1.2144, 2.2053], [-6.9354, 0.0161, 1.6617], [-5.2333, -1.1062, 0.9854], [-3.6178, 0.6758, 1.5076], [-4.4026, 2.8244, 2.4640], [-6.8088, 3.1602, 2.9112], [-8.4260, 1.3661, 2.4018], [-7.6460, -0.7659, 1.4279], [2.8931, -2.6720, 5.3594], [3.9550, -3.4861, 4.9869], [4.2769, -4.5981, 5.7527], [3.5327, -4.8970, 6.8855], [2.4697, -4.0838, 7.2551], [2.1494, -2.9692, 6.4932], [2.6468, -1.7920, 4.7741], [4.5391, -3.2522, 4.1038], [5.1094, -5.2289, 5.4691], [3.7840, -5.7629, 7.4839], [1.8933, -4.3167, 8.1409], [1.3266, -2.3297, 6.7860], [4.1622, 6.6284, -5.6986], [5.4539, 6.2040, -5.9784], [5.9166, 5.0003, -5.4653], [5.0861, 4.2199, -4.6731], [3.7947, 4.6444, -4.3940], [3.3318, 5.8486, -4.9057], [3.8027, 7.5676, -6.0986], [6.1004, 6.8119, -6.5979], [6.9245, 4.6710, -5.6829], [5.4454, 3.2793, -4.2742], [3.1504, 4.0323, -3.7761], [2.3251, 6.1805, -4.6861], [-7.2484, 0.0156, -4.5097], [-6.9660, -1.0278, -3.6393], [-6.6112, -0.7557, -2.3247], [-6.5416, 0.5568, -1.8780], [-6.8256, 1.5996, -2.7500], [-7.1777, 1.3291, -4.0651], [-7.5284, -0.1948, -5.5338], [-7.0292, -2.0521, -3.9844], [-6.3959, -1.5706, -1.6426], [-6.2716, 0.7626, -0.8522], [-6.7758, 2.6235, -2.4020], [-7.4009, 2.1420, -4.7441], [1.0271, -1.7579, -6.5427], [1.1831, -2.8505, -5.7012], [1.3344, -2.6557, -4.3357], [1.3278, -1.3685, -3.8150], [1.1582, -0.2748, -4.6544], [1.0127, -0.4719, -6.0200], [0.9129, -1.9088, -7.6079], [1.1905, -3.8524, -6.1099], [1.4667, -3.5087, -3.6805], [1.4518, -1.2147, -2.7506], [1.1425, 0.7263, -4.2419], [0.8828, 0.3778, -6.6772]],
  "forces_ev_per_a": [[-0.1, 0.0, 0.0], [0.1, 0.1, -0.3], [-0.3, 0.2, -0.3], [0.0, -0.4, 0.3], [-0.3, 0.1, -0.2], [-0.1, 0.1, -0.1], [0.4, -0.1, 0.6], [-0.5, -0.4, -0.1], [-0.1, 0.2, -0.3], [0.3, 0.1, -0.2], [0.2, 0.3, 0.0], [0.2, -0.4, 0.5], [0.2, 1.0, -1.2], [-0.1, -0.1, 0.3], [0.0, 0.0, 0.1], [0.0, 0.0, 0.0], [0.1, 0.0, 0.1], [0.2, 0.0, 0.0], [0.1, -0.1, 0.1], [0.0, 0.0, 0.0], [0.0, 0.1, -0.1], [-0.1, -0.1, -0.1], [0.3, 0.0, 0.2], [-0.2, 0.0, 0.1], [0.1, 0.0, 0.0], [-0.2, -0.3, 0.2], [-0.1, -0.3, 0.4], [0.0, -0.1, -0.1], [0.0, 0.0, 0.0], [0.0, 0.0, 0.0], [0.0, 0.0, 0.0], [0.0, 0.0, 0.0], [0.1, 0.0, 0.0], [0.0, 0.0, 0.1], [0.0, 0.0, 0.0], [0.0, 0.0, 0.0], [0.0, 0.0, 0.0], [0.0, 0.0, 0.0], [-0.1, 0.0, 0.0], [0.0, -0.1, 0.1], [0.0, 0.0, 0.0], [0.0, 0.0, 0.0], [0.0, 0.0, 0.0], [0.0, 0.0, 0.0], [0.1, 0.0, 0.1], [-0.1, 0.0, 0.0], [0.0, 0.1, 0.0], [0.0, 0.0, 0.0], [0.0, 0.0, 0.0], [0.0, 0.0, 0.0], [0.0, 0.0, 0.0], [0.0, 0.0, -0.1], [0.0, 0.0, -0.1], [0.0, 0.0, 0.0], [0.0, 0.0, 0.0], [0.0, 0.0, 0.0], [0.0, 0.0, 0.0], [0.0, 0.0, 0.1], [0.0, 0.0, 0.0], [0.0, 0.0, 0.0], [0.0, 0.0, 0.0], [0.0, 0.0, 0.0], [0.0, 0.0, 0.0], [0.0, 0.0, 0.0], [0.0, 0.0, 0.0], [0.0, 0.0, 0.0], [0.0, 0.0, 0.0], [0.0, 0.0, 0.0], [0.0, 0.0, 0.0], [0.0, 0.0, 0.0], [0.0, 0.0, 0.0], [0.0, 0.0, 0.0], [0.0, 0.0, 0.0], [0.0, 0.0, 0.0], [0.0, 0.0, 0.0], [0.0, 0.0, 0.0], [0.0, 0.0, 0.0], [0.0, 0.0, 0.0], [0.0, 0.0, -0.1], [0.0, 0.0, 0.0], [0.0, 0.0, 0.0], [0.0, 0.0, 0.0], [0.0, 0.0, 0.0], [0.0, 0.0, 0.0], [0.0, 0.1, 0.0], [0.0, 0.0, 0.0], [0.0, 0.0, 0.0], [0.0, 0.0, 0.0], [0.0, 0.0, 0.0], [0.0, 0.0, 0.0], [0.0, 0.0, -0.1], [0.0, 0.0, 0.1], [0.0, 0.0, 0.0], [0.0, 0.0, 0.0], [0.0, 0.0, 0.0], [0.0, 0.0, 0.0], [0.0, 0.0, 0.0], [0.0, 0.0, 0.0], [0.0, 0.0, 0.0]],
  "mulliken_charge": [-0.49, -0.64, 0.56, -1.25, 0.45, 0.77, -1.15, 0.44, -0.35, -0.63, -1.20, 0.62, 0.26, -0.27, 0.34, 0.44, 0.31, -0.36, 0.44, 0.33, 0.46, 0.34, 0.32, 0.31, 0.67, 0.06, 0.13, -0.45, -0.67, -0.50, -0.43, -0.66, 0.45, 0.26, 0.39, 0.38, 0.42, 0.49, 0.33, -0.50, 0.06, -0.68, -0.42, -0.48, -0.37, 0.45, 0.39, 0.42, 0.38, 0.40, 0.39, -0.02, -0.37, -0.47, -0.42, -0.37, -0.63, 0.33, 0.45, 0.38, 0.37, 0.38, 0.40, -0.31, -0.45, -0.32, -0.37, 0.18, -0.56, 0.36, 0.36, 0.36, 0.35, 0.06, 0.35, -0.43, -0.45, -0.34, 0.20, -0.59, -0.37, 0.36, 0.37, 0.36, 0.15, 0.38, 0.37, -0.44, -0.49, -0.51, 0.16, -0.41, -0.51, 0.37, 0.38, 0.38, 0.40, 0.31, 0.39],
  "e_tot_ha": -2729.348445,
  "lumo_energy_ha": -0.105,
  "orbital_gap_ev": 7.929,
  "charge": 1
}